Here is an isolated ion of composition C2H4O6P2 and charge -2 in a non-equilibrium geometry from the OMol25 dataset. Energies are from ωB97M-V/def2-TZVPD.

Computed properties:
SMILES ... O=C([O-])[C@H](O)[P@](=O)([O-])OP
Orbital gap ... 7.612 eV
Energy relative to the best compared isomer or geometry (same formula, charge and spin) ... 168.9 kJ/mol
Max |F| ... 3.78 eV Å⁻¹
Net charge ... -2

Structure (XYZ):
```
14
Properties=species:S:1:pos:R:3:forces:R:3:mulliken_charge:R:1
O -1.909 1.071 -2.108 0.0 1.1 0.1 -0.7272
C -1.277 0.051 -1.823 -0.3 1.9 1.4 0.4292
O -1.453 -1.060 -2.300 0.4 -2.6 -1.0 -0.7413
C -0.097 0.124 -0.708 -2.2 -0.4 -1.0 0.1544
O 0.690 -0.958 -1.048 1.1 -1.7 -0.5 -0.5873
P -0.798 0.095 0.997 -0.6 2.4 2.8 0.8538
O -1.777 -0.965 1.315 -0.3 -0.6 -0.6 -0.7808
O -1.071 1.523 1.530 0.7 -1.9 -1.5 -0.7992
O 0.514 -0.409 2.045 0.5 -0.8 -0.7 -0.2324
P 2.042 0.070 2.142 -0.4 0.0 0.5 -0.0896
H 0.339 1.107 -0.796 0.7 0.2 -0.3 0.2250
H 0.119 -1.544 -1.677 0.3 1.5 1.3 0.3549
H 1.884 1.219 1.422 0.2 1.7 -0.2 -0.0287
H 2.795 -0.325 1.006 -0.1 -0.9 -0.3 -0.0307
```
Positions in Å, forces in eV/Å.